(1)
Formula: C48H67ClFN4O31P
Source: the OMol25 dataset
Level of theory: the ωB97M-V functional and the def2-TZVPD basis

Each line ends with the Mulliken charge.
Geometry (Å):
C (0.7360, 2.4426, 0.5154)  -1.077
C (0.9542, 1.1405, 0.3234)  -0.388
C (0.1477, 0.2679, -0.5766)  1.307
C (-0.9893, -0.4136, -0.1426)  0.315
C (-1.5290, -0.3237, 1.2707)  0.290
Cl (-2.0371, 1.3520, 1.7263)  -0.200
C (-0.5447, -0.9032, 2.2899)  0.924
C (-0.7641, -2.4050, 2.4599)  -1.279
C (-1.6808, -1.2361, -1.0950)  -0.352
C (-2.9473, -2.0101, -0.7746)  -1.885
C (-4.1211, -1.2922, -1.4390)  0.790
C (-5.4755, -1.7983, -0.9856)  -1.543
F (-4.0164, 0.0844, -1.2932)  -0.268
C (-1.2106, -1.3587, -2.3797)  0.160
C (-0.0745, -0.6741, -2.8312)  -0.768
N (0.3222, -0.8411, -4.1318)  -0.435
C (1.3663, -0.1423, -4.4548)  0.537
P (1.9648, -0.3669, -6.1742)  0.944
N (3.1199, -1.3971, -6.2829)  -0.919
O (2.4116, 1.0506, -6.7318)  -0.461
O (0.6730, -0.8477, -7.0127)  -0.543
C (2.0499, 0.7309, -3.5500)  0.422
O (3.0843, 1.4204, -4.0317)  -0.523
C (3.1406, 2.7910, -3.6244)  -0.892
C (1.8259, 3.5383, -3.6900)  -0.733
N (1.2354, 3.5823, -5.0340)  -0.144
C (-0.1357, 4.1079, -4.9192)  -0.855
C (-0.6277, 4.7757, -6.2101)  0.464
C (-2.0842, 4.3924, -6.4937)  -1.195
O (0.2074, 4.4578, -7.3140)  -0.539
N (1.6976, 0.8614, -2.3108)  -0.363
C (0.5995, 0.1444, -1.9219)  -0.032
H (0.8855, 2.9016, 1.4834)  0.322
H (0.3810, 3.0630, -0.3016)  0.212
H (1.8068, 0.6857, 0.8197)  0.384
H (-2.4327, -0.9024, 1.3648)  0.025
H (-0.6391, -0.3883, 3.2409)  -0.632
H (0.4805, -0.7717, 1.9572)  0.194
H (0.0723, -2.8083, 3.0245)  0.480
H (-1.6679, -2.5976, 3.0363)  0.199
H (-0.7842, -2.9239, 1.5027)  0.213
H (-2.8739, -2.9793, -1.2631)  0.587
H (-3.1344, -2.1148, 0.2859)  0.417
H (-4.0261, -1.5075, -2.5074)  0.310
H (-5.4682, -1.8941, 0.0998)  0.343
H (-6.2728, -1.1381, -1.3116)  0.354
H (-5.6111, -2.7994, -1.3904)  0.402
H (-1.7295, -2.0016, -3.0796)  0.654
H (2.8500, -2.1862, -6.8584)  0.253
H (2.8909, 0.8692, -7.5524)  0.307
H (-0.0615, -0.2492, -6.8128)  0.328
H (3.5598, 2.9123, -2.6254)  0.381
H (3.8421, 3.2606, -4.3106)  0.445
H (1.0853, 3.1647, -2.9865)  0.317
H (2.0490, 4.5634, -3.3576)  0.552
H (1.7550, 4.2919, -5.5387)  0.255
H (-0.1139, 4.9000, -4.1567)  0.391
H (-0.8277, 3.3448, -4.5662)  0.276
H (-0.6472, 5.8589, -6.0510)  0.121
H (-2.3146, 4.5511, -7.5500)  0.342
H (-2.7843, 5.0125, -5.9367)  0.347
H (-2.2815, 3.3427, -6.2834)  0.278
H (-0.2520, 4.7861, -8.0906)  0.361
O (0.2916, -5.6090, 2.6962)  -0.497
C (0.8218, -5.6105, 1.6293)  0.698
O (1.3163, -4.5198, 1.0116)  -0.378
C (2.0714, -4.9622, -0.1307)  -0.212
C (1.4554, -6.3114, -0.4177)  -0.143
O (1.0020, -6.7229, 0.8790)  -0.297
H (1.9685, -4.2615, -0.9553)  0.340
H (3.1239, -5.0331, 0.1471)  0.186
H (0.5942, -6.2461, -1.0861)  0.265
H (2.1692, -7.0199, -0.8255)  0.087
O (-2.4293, -11.0018, 4.4151)  -0.527
C (-1.5879, -10.2131, 4.1338)  0.592
O (-0.7963, -10.2906, 3.0355)  -0.352
C (-0.0785, -9.0552, 2.9189)  -0.060
C (-0.0839, -8.5406, 4.3395)  -0.178
O (-1.2890, -9.1119, 4.8645)  -0.341
H (0.9225, -9.2268, 2.5324)  0.277
H (-0.6143, -8.3959, 2.2366)  0.159
H (0.7630, -8.9091, 4.9223)  0.245
H (-0.1099, -7.4563, 4.3943)  0.190
O (-0.3341, 0.0240, 5.2670)  -0.531
C (-1.3008, -0.3765, 5.8305)  0.405
O (-2.2634, -1.1388, 5.2593)  -0.143
C (-3.1304, -1.6107, 6.2952)  -0.347
C (-2.9262, -0.5756, 7.3806)  -0.418
O (-1.5894, -0.1307, 7.1300)  -0.361
H (-4.1571, -1.6637, 5.9426)  0.294
H (-2.8055, -2.6072, 6.5988)  0.290
H (-3.6045, 0.2738, 7.2816)  0.255
H (-3.0132, -0.9847, 8.3835)  0.307
O (-5.1134, 4.6843, -5.3912)  -0.503
C (-5.4238, 3.8421, -4.6091)  0.601
O (-4.8613, 2.6163, -4.5429)  -0.277
C (-5.3259, 1.9795, -3.3439)  0.048
C (-6.6274, 2.7042, -3.0810)  -0.406
O (-6.3855, 3.9872, -3.6704)  -0.346
H (-5.4551, 0.9123, -3.4996)  0.125
H (-4.5913, 2.1351, -2.5550)  0.173
H (-7.4766, 2.2398, -3.5859)  0.280
H (-6.8545, 2.8018, -2.0228)  0.302
O (5.4084, -6.4390, -0.0350)  -0.495
C (5.3642, -7.5513, -0.4463)  0.609
O (4.2422, -8.1342, -0.9437)  -0.260
C (4.6197, -9.3781, -1.5465)  -0.365
C (5.9091, -9.7054, -0.8241)  -0.361
O (6.4077, -8.4074, -0.4840)  -0.342
H (3.8463, -10.1275, -1.3998)  0.333
H (4.7650, -9.2205, -2.6163)  0.265
H (5.7427, -10.2697, 0.0949)  0.262
H (6.6223, -10.2403, -1.4451)  0.304
O (0.3388, 5.7890, 2.8483)  -0.570
C (0.0060, 5.0008, 3.6733)  0.649
O (0.6516, 3.8401, 3.9313)  -0.275
C (0.0949, 3.2776, 5.1311)  0.076
C (-1.2801, 3.9012, 5.1680)  -0.222
O (-1.0746, 5.1429, 4.4803)  -0.397
H (0.0654, 2.1953, 5.0747)  0.015
H (0.7125, 3.5737, 5.9759)  0.250
H (-2.0214, 3.3137, 4.6207)  0.173
H (-1.6415, 4.0754, 6.1786)  0.347
O (2.3604, 1.8814, 6.2823)  -0.549
C (3.3136, 2.3718, 5.7693)  0.724
O (4.0362, 1.7989, 4.7810)  -0.327
C (4.9425, 2.7813, 4.2638)  -0.289
C (5.0752, 3.7368, 5.4285)  -0.295
O (3.8152, 3.5885, 6.0942)  -0.332
H (5.8853, 2.3228, 3.9780)  0.310
H (4.4930, 3.2485, 3.3860)  0.244
H (5.8722, 3.4536, 6.1166)  0.201
H (5.2280, 4.7664, 5.1163)  0.360
O (8.6285, 5.5695, 8.3477)  -0.512
C (7.6932, 5.1420, 8.9365)  0.598
O (6.7391, 4.3431, 8.3901)  -0.267
C (5.9119, 3.8497, 9.4493)  -0.236
C (6.1102, 4.8946, 10.5257)  -0.371
O (7.4255, 5.3806, 10.2432)  -0.328
H (4.8785, 3.7642, 9.1214)  0.266
H (6.2739, 2.8644, 9.7485)  0.261
H (5.4038, 5.7221, 10.4404)  0.270
H (6.0591, 4.4862, 11.5315)  0.306
O (-7.0045, 3.8454, -11.3969)  -0.527
C (-6.5708, 4.4180, -10.4524)  0.607
O (-6.8406, 4.0973, -9.1643)  -0.343
C (-5.9636, 4.8570, -8.3212)  0.063
C (-5.6177, 6.0371, -9.2012)  -0.287
O (-5.7351, 5.4856, -10.5166)  -0.337
H (-6.4621, 5.1432, -7.4017)  0.231
H (-5.0932, 4.2483, -8.0759)  0.063
H (-6.3291, 6.8588, -9.0991)  0.269
H (-4.6132, 6.4154, -9.0301)  0.257

The max |F| comes out at 0.035 hartree/bohr. As for the energy above the lowest of the compared OMol25 structures with the same formula, charge and spin: 11.4 kcal per mole. For the gap between HOMO and LUMO, the calculation gives 8.1270 eV. The calculation puts the highest occupied orbital energy at -8.5003 eV. As for the spin multiplicity: 1. As for the structure (SMILES): C=Cc1c([C@H](Cl)CC)c(C[C@@H](C)F)cc2nc(P(=N)(O)O)c(OCCNC[C@H](C)O)nc12.O=C1OCCO1.O=C1OCCO1.O=C1OCCO1.O=C1OCCO1.O=C1OCCO1.O=C1OCCO1.O=C1OCCO1.O=C1OCCO1.O=C1OCCO1.


(2)
Formula: C44H49AsN5O2P2PbS2Te
Source: the OMol25 dataset
Level of theory: the ωB97M-V functional and the def2-TZVPD basis

Each line ends with the Mulliken charge.
Geometry (Å):
Pb (-1.8066, -1.5000, -1.9197)  0.891
Te (-0.4327, 2.0545, -2.7965)  0.325
C (-1.3818, 3.9198, -2.6673)  0.571
C (-0.8959, 4.9029, -1.8189)  -0.153
C (-1.5915, 6.1021, -1.7500)  -0.519
N (-2.6841, 6.3617, -2.4651)  -0.568
C (-3.1141, 5.4200, -3.2985)  -0.500
C (-2.5049, 4.1764, -3.4343)  -0.357
C (-0.1527, 1.7090, -0.7127)  -1.290
P (1.4485, 1.7115, -0.1859)  0.043
C (1.5344, 1.5276, 1.5947)  0.350
C (2.1823, 0.4728, 2.2314)  0.226
C (2.2170, 0.4179, 3.6178)  -1.191
C (1.6163, 1.4167, 4.3697)  -0.934
C (0.9472, 2.4590, 3.7385)  -0.941
C (0.8888, 2.5087, 2.3570)  0.081
C (2.4209, 3.1372, -0.7005)  1.712
C (2.7915, 3.3240, -2.0364)  -0.967
C (3.4405, 4.4855, -2.4230)  -0.921
C (3.7449, 5.4623, -1.4828)  -0.743
C (3.4124, 5.2700, -0.1494)  -0.698
C (2.7501, 4.1158, 0.2440)  -0.427
P (-1.4691, 0.6273, -0.2144)  0.458
C (-2.9609, 1.6145, -0.4885)  1.648
C (-4.1338, 1.0476, -0.9793)  -0.686
C (-5.2727, 1.8246, -1.1376)  -0.813
C (-5.2482, 3.1696, -0.7958)  -0.896
C (-4.0839, 3.7405, -0.2989)  -1.288
C (-2.9436, 2.9679, -0.1497)  -0.329
C (-1.5198, 0.1891, 1.5458)  0.862
C (-2.0102, 1.0822, 2.5011)  -0.145
C (-2.1175, 0.6922, 3.8256)  -0.746
C (-1.7423, -0.5887, 4.2138)  -0.742
C (-1.2623, -1.4857, 3.2717)  -1.403
C (-1.1601, -1.0950, 1.9445)  0.370
H (-0.0082, 4.7523, -1.2160)  0.392
H (-1.2511, 6.8937, -1.0908)  0.385
H (-3.9978, 5.6579, -3.8798)  0.421
H (-2.9239, 3.4404, -4.1087)  0.427
H (2.6219, -0.3329, 1.6580)  0.510
H (2.7086, -0.4117, 4.1091)  0.537
H (1.6536, 1.3765, 5.4506)  0.451
H (0.4628, 3.2282, 4.3255)  0.511
H (0.3412, 3.3071, 1.8689)  0.564
H (2.5692, 2.5693, -2.7761)  0.649
H (3.7077, 4.6300, -3.4620)  0.532
H (4.2481, 6.3701, -1.7895)  0.459
H (3.6620, 6.0211, 0.5880)  0.482
H (2.5003, 3.9863, 1.2873)  0.437
H (-4.1929, -0.0078, -1.2186)  -0.271
H (-6.1811, 1.3804, -1.5223)  0.473
H (-6.1370, 3.7744, -0.9177)  0.465
H (-4.0599, 4.7909, -0.0381)  0.475
H (-2.0288, 3.4241, 0.2077)  0.629
H (-2.3282, 2.0758, 2.2143)  0.404
H (-2.5069, 1.3871, 4.5582)  0.518
H (-1.8400, -0.8889, 5.2491)  0.458
H (-0.9853, -2.4901, 3.5654)  0.570
H (-0.8215, -1.8146, 1.2111)  0.406
C (-5.4073, -4.7154, 1.1308)  -0.844
N (-5.2797, -4.5008, -0.3022)  0.094
C (-6.1026, -5.2745, -1.2445)  -0.619
C (-5.6811, -4.7243, -2.6176)  -0.551
N (-4.6054, -3.7854, -2.2554)  0.006
C (-4.4739, -3.6652, -0.9261)  0.574
S (-3.4178, -2.5906, -0.0801)  -0.446
H (-6.4317, -4.5059, 1.4366)  0.329
H (-4.7320, -4.0553, 1.6652)  0.231
H (-5.1678, -5.7516, 1.3676)  0.319
H (-7.1571, -5.1117, -1.0268)  0.362
H (-5.8866, -6.3365, -1.1333)  0.346
H (-6.4922, -4.2018, -3.1202)  0.322
H (-5.3020, -5.5020, -3.2751)  0.303
H (-4.2824, -3.0755, -2.8880)  0.150
C (5.2379, 1.0930, 0.7769)  -0.884
As (4.7090, 0.3289, -0.8921)  0.756
C (5.4158, -1.4343, -1.1042)  -0.909
C (5.4094, 1.4085, -2.3028)  -0.967
S (2.5282, 0.0344, -1.0624)  -0.243
H (6.2975, 1.3362, 0.6925)  0.580
H (5.0752, 0.3788, 1.5788)  0.297
H (4.6625, 2.0000, 0.9522)  0.243
H (6.5024, -1.3617, -1.1451)  0.486
H (5.0393, -1.8455, -2.0387)  0.444
H (5.1030, -2.0500, -0.2642)  0.202
H (6.4957, 1.3175, -2.2614)  0.513
H (5.1143, 2.4432, -2.1549)  0.213
H (5.0415, 1.0386, -3.2573)  0.390
O (5.4725, -4.0157, 2.0673)  -0.528
C (4.4338, -4.7456, 2.6413)  -0.471
N (3.2990, -4.8985, 1.7189)  -0.129
C (2.7712, -3.8435, 1.0909)  0.146
O (3.0948, -2.6813, 1.3361)  -0.488
C (1.7370, -4.1101, 0.0261)  -0.086
C (1.5936, -5.2982, -0.6769)  -0.281
C (0.6267, -5.3842, -1.6686)  -1.166
C (-0.1666, -4.2825, -1.9178)  -0.318
N (-0.0362, -3.1317, -1.2424)  0.067
C (0.9053, -3.0522, -0.3007)  0.066
H (5.2381, -3.0842, 2.1341)  0.317
H (4.0770, -4.2934, 3.5676)  0.279
H (4.8077, -5.7440, 2.8499)  0.393
H (2.9726, -5.8272, 1.5129)  0.223
H (2.2370, -6.1487, -0.4875)  0.496
H (0.4956, -6.2872, -2.2476)  0.453
H (-0.9275, -4.3121, -2.6909)  0.439
H (1.0378, -2.1118, 0.2147)  0.730

The max |F| comes out at 0.011 hartree/bohr. As for the energy above the lowest of the compared OMol25 structures with the same formula, charge and spin: 0.0 kcal per mole. As for the charge: +3. For the gap between HOMO and LUMO, the calculation gives 7.3014 eV. The calculation puts the highest occupied orbital energy at -14.5169 eV. As for the spin multiplicity: 1.


Q: Which of these has the highest highest occupied orbital energy?
A: C48H67ClFN4O31P